Entry 1:
The following is a DFT calculation (ωB97M-V/def2-TZVPD) of a molecular structure, C23H52N7SSi4Zr.

Summary:
Kohn-Sham gap: 5.067 eV
E_HOMO: -0.55646 Ha
2S+1: 1
Energy above the lowest of the compared OMol25 structures with the same formula, charge and spin: 203.6 kJ/mol
DFT total energy: -2893.264831 Eh
Charge: +3
E_LUMO: -10.0747 eV

Last column: Löwdin charge in e.
Geometry (Å):
H: 1.4845 -3.3058 2.3817  -0.03
H: -1.0608 1.7585 -2.9925  0.18
H: 3.1185 1.0256 4.1375  0.02
H: -1.9121 2.1833 5.1745  0.05
H: 2.4168 1.6842 -2.8460  0.14
H: -2.2660 1.5614 0.7555  -0.02
H: -3.0309 -0.2522 4.3196  0.04
C: -4.6077 -0.3502 -0.1851  0.03
H: -3.4996 1.6984 2.0082  0.03
H: -2.4188 -1.2664 3.0328  -0.03
H: 0.8135 -3.7560 -2.2906  0.09
H: 0.6687 4.8264 -0.2356  0.05
H: -3.5218 -2.0664 1.1856  0.16
C: 3.2295 2.8729 0.1433  -0.20
Si: 0.5707 0.3580 1.5078  0.37
H: 1.8111 0.2328 4.9996  0.02
H: 2.1307 4.7205 2.5499  0.05
H: 1.0204 -1.2572 -4.8557  0.12
H: 2.3654 3.1895 3.3562  0.03
C: 2.6852 0.0606 4.3797  -0.19
C: -3.1930 -0.3806 -0.6559  -0.23
C: -1.0021 2.1266 4.5793  -0.18
H: 3.9379 2.1847 0.5911  0.02
H: -5.0887 0.5613 -0.5233  0.11
N: -2.2136 -1.1148 -0.0997  -0.07
H: 1.9022 0.2232 -3.6669  0.10
C: -3.1146 0.7307 -4.2560  -0.02
H: 2.5819 -1.8666 -0.6867  0.10
H: 0.0879 0.8248 -5.0230  0.17
H: 2.8990 0.3970 -0.7627  0.08
H: -0.8701 -2.6604 -3.2433  0.14
H: 2.7151 -1.7125 -3.5234  0.12
H: -1.4772 -1.0322 4.4840  0.03
C: 1.5886 -2.6692 3.2562  -0.22
H: 4.1445 -0.2455 1.2540  0.01
N: -2.1118 -3.9924 2.0280  0.18
H: -0.6747 3.9117 0.3935  0.02
C: 3.8182 -1.1678 1.7237  -0.21
H: -0.2265 1.7273 5.2246  0.03
C: -3.5318 0.8068 -2.8873  0.07
H: -4.6935 -0.3896 0.8995  0.10
H: -0.5918 -1.7776 -5.2615  0.14
C: -0.5982 0.7578 -2.9498  -0.27
Si: 1.5265 2.8632 1.0110  0.49
C: 2.3689 -2.3147 -2.6803  -0.14
H: 0.6253 -2.6153 3.7534  0.01
Si: -1.2991 1.0319 3.0589  0.43
Si: 2.2644 -0.9412 2.8235  0.41
H: 0.1177 3.4099 -1.0871  0.00
S: -0.2725 -3.2703 0.2930  0.71
H: -4.5236 1.1879 -2.7107  0.14
N: -2.5612 -2.0573 0.8407  0.00
H: -1.7024 -0.9137 -2.9462  0.12
H: 2.2707 -3.1732 3.9356  0.04
H: -2.0316 0.2686 -5.9562  0.14
C: -0.5389 0.2045 -4.3732  -0.20
H: 0.7562 3.8556 3.1792  0.00
C: -2.1320 -0.5348 3.7765  -0.21
C: 1.0850 -3.0399 -3.0774  -0.18
N: -0.0275 -2.0782 -3.2250  -0.12
H: 1.2715 -3.6126 -3.9938  0.15
H: -5.1709 -1.1812 -0.6149  0.12
H: 3.6561 3.8655 0.2719  0.05
H: 0.5775 1.6508 -1.5328  0.07
N: 2.1454 -1.4260 -1.5063  -0.16
H: 3.1987 2.6939 -0.9258  0.00
H: -0.7335 3.1459 4.3311  0.01
H: -1.5118 -4.7789 2.2278  0.13
H: 4.6453 -1.5066 2.3422  0.05
N: -1.4812 -0.1909 -2.2587  -0.12
C: 1.7084 3.7262 2.6815  -0.19
H: -3.0064 -3.9753 2.4931  0.14
H: 3.4118 -0.4665 4.9943  0.05
C: -0.0041 -1.2807 -4.4829  -0.10
C: 2.8137 -0.1261 -1.7227  -0.18
H: 3.8203 -0.2527 -2.1403  0.15
C: -2.7966 0.2518 -1.8635  -0.18
C: -1.9658 0.3628 -4.8825  0.02
H: 3.1562 -3.0475 -2.4825  0.15
H: 3.6856 -1.9284 0.9563  0.01
H: -3.9402 0.9139 -4.9302  0.13
C: 0.2891 3.8170 -0.0927  -0.20
H: -2.3216 2.9587 1.8213  0.03
N: 0.6127 0.8005 -2.1037  -0.09
Zr: -0.0211 -0.9418 -0.8219  1.31
C: -2.4542 1.8832 1.7823  -0.23
C: -1.7526 -3.1006 1.1067  -0.75
C: 1.9570 0.7027 -2.6898  -0.13

=====

Entry 2:
The following is a DFT calculation (ωB97M-V/def2-TZVPD) of 5 unconnected molecules or ions with the total composition C23H52NO12.

Summary:
Kohn-Sham gap: 7.369 eV
E_HOMO: -0.17134 Ha
2S+1: 1
DFT total energy: -1865.066041 Eh
Charge: -1
E_LUMO: 2.7067 eV

Last column: Löwdin charge in e.
Geometry (Å):
O: 1.7428 -4.4813 -2.4435  -0.19
H: 1.6271 -4.2606 5.3463  0.12
H: -0.6680 -3.2887 -2.2697  0.13
H: -1.3815 5.8356 2.5206  0.11
C: -2.4100 2.6129 0.4105  -0.72
H: 2.7845 -3.4182 -0.9900  0.08
C: 2.3052 4.1796 0.1893  -0.18
C: -0.2611 -3.6539 -1.3205  -0.20
O: 3.1602 3.0289 0.3848  -0.03
H: 2.2338 4.2956 -0.8950  0.13
O: 1.3660 -2.9064 3.8487  -0.19
H: -0.9855 2.6238 -3.9672  0.09
C: 0.2539 5.2996 1.1920  -0.20
H: -4.4224 -2.8999 2.4389  0.12
C: 0.6748 -4.8151 -1.5697  -0.20
H: -1.0992 -4.0037 -0.7067  0.12
H: 1.0710 -5.1679 -0.6107  0.12
C: -1.1563 5.0753 1.7549  -0.25
H: -1.3604 -2.4123 0.8434  0.06
C: 0.7366 1.1658 -6.1144  -0.21
C: 2.9447 -4.1654 -1.7710  -0.12
O: 3.9542 -1.8997 4.8050  -0.19
H: -6.4009 -2.4145 1.0384  0.12
O: 3.7403 1.8012 2.1626  0.10
O: -1.7851 2.0998 1.3583  -0.06
O: -3.1771 -3.3108 0.8438  -0.20
H: 3.3933 -5.0601 -1.3217  0.09
H: -1.9074 1.3221 -3.1654  0.08
N: -2.1697 5.0494 0.7025  -0.07
H: 1.7097 -3.7687 1.9927  0.08
H: 1.1670 4.2848 -5.2063  0.09
H: -0.1225 -0.9415 -1.7717  0.09
O: 0.3806 -2.6070 -0.6210  -0.23
C: 3.4378 -0.6081 4.5099  -0.10
H: 0.2848 3.4331 0.1297  0.12
H: -3.6206 3.8520 1.7456  0.10
H: -1.9778 -2.7943 2.4676  0.09
O: 0.5798 2.5745 -6.1127  -0.19
C: 3.0621 -2.6915 5.5637  -0.22
C: 3.5843 2.8552 1.6401  -0.39
H: 2.8590 -2.4855 2.4614  0.09
H: -3.7469 0.3696 -0.2384  0.06
H: -3.4743 -1.2996 -0.7473  0.08
H: 1.0179 3.3462 1.7075  0.12
C: 0.7527 -1.5042 -1.4403  -0.08
H: -0.5598 2.0612 -2.3284  0.07
C: -4.2400 -0.5699 -0.4702  -0.08
O: -4.9652 -1.0100 0.6749  -0.19
H: 3.6547 -3.2808 6.2723  0.12
C: -4.4701 -3.2587 1.4045  -0.22
H: 3.8269 3.8138 2.1384  0.15
H: 1.7569 0.8980 -5.8170  0.12
H: 4.0993 -0.1314 3.7920  0.07
H: 3.3934 0.0084 5.4152  0.09
H: 3.6328 -3.7619 -2.5124  0.09
H: -5.4384 -2.6986 -0.4263  0.12
H: -4.9201 -0.4233 -1.3184  0.09
H: 2.3818 -2.0523 6.1377  0.12
H: 1.3196 -1.8354 -2.3142  0.08
C: 2.2379 -3.6221 4.6980  -0.22
H: 2.5070 3.2114 -5.6699  0.08
C: -0.2434 0.4743 -5.1908  -0.22
C: 0.9345 3.9820 0.8186  -0.17
H: 2.4379 -0.6743 4.0787  0.09
H: 1.4905 2.8179 -4.2586  0.08
C: -3.1391 3.9436 0.7580  -0.16
O: -0.0040 0.7917 -3.8402  -0.21
H: 0.8797 5.8539 1.9060  0.10
C: 1.8150 -2.8063 2.5067  -0.10
O: -2.4941 2.2376 -0.7833  -0.08
C: 1.4886 3.2461 -5.2634  -0.12
H: -2.6405 -1.4152 1.5449  0.09
C: -2.2467 -2.4303 1.4697  -0.08
H: 0.5789 0.8177 -7.1408  0.12
H: -4.8755 -4.2780 1.4139  0.12
H: 0.1168 -5.6373 -2.0291  0.12
H: -2.6485 5.9374 0.6431  0.09
H: -3.9106 4.1262 0.0047  0.10
H: -1.1887 4.0935 2.2361  0.10
H: 1.3748 -0.8509 -0.8309  0.10
C: -5.3911 -2.3522 0.6132  -0.23
H: -1.2688 0.7353 -5.4760  0.13
H: 0.1480 5.9203 0.2905  0.11
H: -0.1240 -0.6095 -5.3119  0.12
C: -0.9151 1.7546 -3.3075  -0.10
H: 1.1948 -2.0749 1.9979  0.09
H: 2.8141 5.0711 0.5857  0.11
H: 2.9027 -4.2685 4.1136  0.12